The following is a DFT calculation (ωB97M-V/def2-TZVPD) of a cluster of 5 separate species, C19H37N9O4PS in total in a non-equilibrium geometry.

XYZ file:
```
71
Properties=species:S:1:pos:R:3:mulliken_charge:R:1
H -2.848 1.144 -7.253 0.316
O -0.107 0.429 1.990 -0.485
C 4.185 4.149 3.198 0.201
H 4.589 2.534 6.899 0.341
H 1.398 -1.797 -3.783 0.421
O -5.601 -2.230 2.144 -0.496
C 3.352 2.865 5.161 -0.320
H 6.689 -2.993 -3.429 0.275
H 5.982 -3.772 0.193 0.319
C -2.373 -0.203 -5.659 -1.117
H 1.633 -2.688 -2.282 0.363
N 4.780 5.071 2.855 -0.419
C -2.737 2.398 -4.079 0.268
N 0.424 -3.001 0.745 -0.540
N -5.612 1.957 1.215 -0.056
H 1.209 -0.160 -0.391 0.314
H 3.885 2.064 3.224 0.296
C 3.432 2.969 3.637 -0.124
H -1.291 -0.191 -5.814 0.307
C -3.013 1.080 -6.173 -0.431
C -3.434 1.695 2.045 0.282
H -0.833 -1.195 4.401 0.361
C 0.251 -1.014 -2.130 -0.489
H 2.700 2.025 5.420 0.235
O -7.229 -1.078 0.174 -0.518
C 6.193 -4.400 -1.862 -0.416
H 5.569 -5.288 -1.726 0.298
H -4.248 3.558 1.255 0.247
C -2.445 2.340 -5.516 -0.419
H -2.343 -0.168 4.932 0.364
H -1.364 2.390 -5.677 0.287
H 2.416 3.026 3.234 0.035
H -1.886 2.978 2.322 0.260
H 5.189 1.741 5.436 0.330
C 4.671 -3.556 -3.641 0.292
H 2.389 -1.100 -2.497 0.281
C 6.059 -3.877 -3.293 -0.478
P -6.542 -0.882 1.695 0.885
H -2.336 -1.140 3.368 0.278
H -0.544 -0.200 -0.311 0.074
C 5.827 -3.362 -0.809 -1.008
N -2.961 2.440 -2.951 -0.453
H -0.630 -1.620 -2.366 0.264
H -2.878 3.219 -6.002 0.296
H 2.892 3.766 5.577 0.314
N -2.184 1.991 2.434 -0.161
H -8.083 -0.584 0.179 0.395
H 4.778 -3.066 -0.886 0.226
S -1.005 0.901 3.091 0.955
C -5.393 0.617 1.649 0.063
N 3.583 -3.297 -3.909 -0.407
O -0.171 1.722 4.053 -0.627
C -1.686 -0.501 4.070 -0.784
H 6.446 -2.467 -0.908 0.308
H 5.379 3.491 5.646 0.334
N -7.650 -0.696 2.847 -0.663
N -4.061 0.401 2.141 -0.149
C 4.709 2.646 5.819 -1.223
H 7.230 -4.711 -1.700 0.305
C 0.382 -2.020 0.144 0.282
C 1.492 -1.690 -2.701 -1.294
H -6.482 2.331 0.820 0.278
H -7.505 0.235 3.288 0.228
C 0.333 -0.772 -0.623 0.026
H -2.781 -1.067 -6.189 0.365
H -5.251 -1.955 3.027 0.371
H -2.567 -0.346 -4.593 0.294
N -4.425 2.568 1.463 -0.057
H -4.095 1.031 -6.019 0.301
H 6.430 -4.638 -3.986 0.285
H 0.118 -0.049 -2.630 0.315
```

Computed properties:
* charge: +1
* frontier orbital gap: 8.089 eV
* HOMO energy: -12.80 eV
* multiplicity: 1
* E: -62017.531 eV

***

The following is a DFT calculation (ωB97M-V/def2-TZVPD) of a cluster of 10 separate species, C44H113N5O16 in total in a non-equilibrium geometry.

XYZ file:
```
178
Properties=species:S:1:pos:R:3:mulliken_charge:R:1
C -8.024 12.771 1.148 -0.531
H -17.601 8.228 8.844 0.156
H -12.658 9.090 -0.144 0.425
H -10.709 15.686 1.504 0.241
H -7.880 12.691 3.114 0.212
H -18.252 3.338 10.150 0.024
H -9.463 16.041 0.273 0.310
H -18.217 0.249 14.109 0.283
C -18.941 8.743 6.389 -1.249
H -19.655 8.248 7.047 0.384
H -7.161 12.168 0.864 0.405
C -12.414 0.336 0.403 -0.258
C -8.601 10.781 2.485 -0.728
C -17.178 8.896 8.094 -1.144
H -16.297 3.115 1.724 0.317
H -11.677 4.180 4.065 0.378
H -20.970 4.340 6.614 0.201
O -8.822 14.886 1.846 -0.314
H -18.499 -1.555 11.595 0.308
H -18.272 -1.495 14.369 0.340
H -13.884 12.839 4.954 0.303
C -17.933 -0.835 12.186 0.440
C -13.303 -1.887 -0.155 -0.834
H -18.571 8.925 4.280 0.478
H -13.393 6.968 1.037 0.285
H -16.865 12.244 3.680 0.325
O -20.508 9.365 11.351 -0.342
C -23.184 12.848 11.544 -0.647
H -18.921 9.833 6.355 0.395
H -19.739 7.905 12.781 0.380
N -18.641 6.935 4.746 0.706
H -10.968 1.944 0.963 0.367
O -17.063 4.296 8.683 -0.472
C -15.333 2.903 1.261 -1.225
H -12.344 11.050 1.340 0.355
H -17.597 0.529 10.418 0.373
H -23.011 4.060 5.454 0.291
O -12.513 -1.057 0.730 -0.352
O -22.369 3.648 3.656 -0.565
H -18.415 5.133 10.106 0.153
H -12.573 4.380 2.503 -0.142
H -22.576 13.683 11.891 0.330
H -15.094 4.277 -1.633 0.303
H -15.449 1.953 0.739 0.388
C -13.976 5.533 4.407 -0.778
O -21.287 5.695 5.051 -0.665
H -9.219 10.425 1.661 0.267
C -7.733 14.264 1.318 -0.631
H -15.258 5.747 -0.806 0.306
H -10.600 7.765 3.974 0.014
O -8.728 8.860 3.979 -0.382
H -13.791 7.221 5.688 0.184
C -18.452 -0.706 13.639 -1.192
H -13.843 10.613 1.739 0.326
H -13.760 3.036 -0.789 0.429
H -10.232 14.482 0.296 0.274
H -6.948 14.422 2.058 0.307
H -17.424 1.246 11.979 0.354
C -9.152 10.162 3.774 -0.092
H -17.595 6.163 7.995 0.144
H -13.329 0.905 0.236 0.154
O -12.829 5.993 3.675 0.135
H -9.230 6.924 4.524 0.223
C -17.131 5.236 7.660 0.056
H -11.076 5.280 2.971 0.323
N -11.929 1.480 2.661 -0.019
C -15.556 0.928 5.255 -0.914
H -7.591 10.376 2.423 0.322
H -20.258 6.233 2.706 -0.097
H -15.745 -0.040 4.792 0.319
H -19.004 0.899 11.381 0.377
C -20.369 10.479 12.274 -0.649
N -15.854 6.543 5.908 0.994
O -16.573 -1.094 12.246 -0.529
O -19.708 8.092 2.143 -0.285
C -9.644 7.931 4.472 -0.408
H -16.766 11.501 5.418 0.217
H -14.420 9.768 4.486 0.039
H -11.875 -0.358 3.762 0.460
H -10.573 0.268 1.677 0.399
H -17.240 6.669 3.191 0.148
C -11.323 0.990 1.352 -0.947
H -23.168 12.905 10.455 0.397
H -21.023 12.084 10.870 0.426
C -14.632 6.755 5.175 -0.787
H -14.464 4.652 1.279 -0.991
C -26.743 14.112 11.935 -0.732
H -22.044 4.509 3.382 0.320
C -14.857 12.737 5.434 -1.465
C -17.993 0.494 11.433 -1.433
H -14.939 7.486 4.427 0.110
H -15.382 13.670 5.225 0.372
H -8.805 12.686 0.394 0.242
H -20.994 9.064 0.886 0.250
H -25.080 11.925 11.878 0.315
C -18.242 6.317 3.436 -0.594
H -22.630 10.824 11.322 0.257
C -15.745 5.501 7.034 -0.752
H -18.719 8.156 11.396 0.255
H -15.032 9.726 6.133 0.217
H -19.292 10.637 12.329 0.392
H -16.116 9.017 8.304 0.323
H -11.945 0.272 -0.578 0.591
H -14.988 5.592 7.813 0.354
C -15.762 11.500 4.993 0.282
H -9.874 8.303 5.471 0.410
H -19.069 4.147 8.797 0.096
H -17.796 4.877 6.875 -0.032
H -18.189 5.228 3.423 0.320
C -12.683 8.940 0.936 0.076
H -16.469 4.775 -0.649 0.363
H -16.474 -2.047 12.296 0.319
H -16.215 7.443 6.189 -0.178
C -12.498 0.502 3.513 -0.292
H -14.605 4.852 3.835 0.433
C -13.018 1.054 4.841 -0.926
C -20.798 8.035 1.191 -0.781
H -16.156 9.511 4.943 -0.370
C -19.762 8.111 11.711 -0.705
O -14.360 1.525 4.608 -0.027
O -16.010 11.810 3.644 -0.504
C -15.384 4.674 -0.660 -1.151
H -24.459 13.095 13.220 0.278
H -15.331 0.788 6.312 0.380
H -20.785 12.640 12.554 0.351
H -11.521 7.924 2.074 0.240
H -19.538 -0.798 13.611 0.339
H -7.439 14.748 0.386 0.384
H -12.630 -2.246 -0.934 0.299
H -13.355 -0.001 3.066 0.228
C -19.328 6.694 2.373 -0.251
H -17.502 9.896 8.383 0.485
O -25.415 13.870 11.388 -0.302
H -13.734 7.932 2.546 -0.382
C -19.132 8.280 4.956 -0.418
H -21.638 7.588 1.723 0.311
C -12.849 10.164 1.724 -0.818
H -16.465 1.517 5.130 0.208
C -13.747 7.911 1.456 -0.575
H -20.390 6.032 5.002 0.175
H -12.426 1.811 5.355 0.320
C -22.116 3.576 5.064 -0.609
H -13.787 -2.766 0.270 0.288
H -13.643 4.909 5.236 0.547
H -20.106 4.088 5.130 0.081
H -22.045 2.540 5.396 0.375
H -10.238 10.186 3.854 0.046
H -14.712 2.581 2.096 0.134
H -14.057 -1.360 -0.739 0.314
C -12.032 4.878 3.307 -0.702
H -20.196 8.428 4.771 0.343
H -8.789 10.772 4.601 0.294
H -14.621 12.812 6.496 0.341
O -13.470 3.609 -0.075 -0.505
O -17.604 8.414 6.785 0.056
H -27.306 13.183 12.026 0.291
N -22.508 11.590 11.967 -0.376
H -18.994 6.242 1.438 0.566
H -20.169 7.352 11.043 0.232
H -14.752 8.146 1.105 0.640
C -9.868 15.281 0.942 -0.684
H -12.490 2.283 2.415 -0.204
O -11.453 8.370 1.226 -0.581
H -12.518 10.021 2.753 -0.097
N -8.519 12.302 2.435 -0.174
C -21.107 11.812 11.922 -0.624
C -15.245 10.082 5.125 0.168
H -26.796 14.782 12.794 0.289
H -15.546 4.533 6.576 0.237
H -27.312 14.737 11.246 0.269
C -14.656 3.994 0.432 1.658
C -21.059 4.435 5.532 0.042
H -20.683 10.156 13.267 0.351
H -20.624 7.566 0.223 0.301
C -24.643 12.880 12.167 -0.429
H -17.857 6.795 5.367 -0.209
C -18.257 4.227 9.520 -0.057
H -13.035 0.281 5.610 0.503
```

Computed properties:
* charge: 0
* relative energy (zero: lowest compared OMol25 entry of this formula, charge and spin): 107.7 kcal/mol
* frontier orbital gap: 8.664 eV
* HOMO energy: -8.29 eV
* multiplicity: 1
* E: -87656.328 eV

***

The following is a DFT calculation (ωB97M-V/def2-TZVPD) of the molecule C3H2N2O2.

XYZ file:
```
9
Properties=species:S:1:pos:R:3:mulliken_charge:R:1
N -0.529 -0.340 1.834 -0.265
C -0.027 0.261 -0.201 0.613
H 0.641 0.435 -2.237 0.356
N 0.401 -0.961 -0.119 -0.477
C 0.064 -1.288 1.165 -0.066
H 0.265 -2.253 1.612 0.393
C 0.130 1.046 -1.470 -0.040
O -0.594 0.708 0.918 -0.086
O -0.238 2.175 -1.654 -0.428
```

Computed properties:
* charge: 0
* relative energy (zero: lowest compared OMol25 entry of this formula, charge and spin): 35.9 kcal/mol
* frontier orbital gap: 10.328 eV
* HOMO energy: -11.11 eV
* multiplicity: 1
* E: -10216.631 eV

***

The following is a DFT calculation (ωB97M-V/def2-TZVPD) of a structure of composition C20H34FIN2O in a non-equilibrium geometry.

XYZ file:
```
59
Properties=species:S:1:pos:R:3:mulliken_charge:R:1
H -2.322 -0.567 2.314 0.419
C 0.916 -0.621 3.087 -0.077
H 2.066 -1.838 -5.070 0.335
H -0.089 -1.814 -0.121 0.300
C 2.410 -1.520 -4.023 -0.650
H -1.739 0.646 -3.091 0.396
H -0.731 1.847 -2.146 0.247
F -1.098 3.321 -0.102 -0.255
N -0.408 2.000 1.865 0.316
H 3.573 -1.755 -3.827 0.190
H 0.443 2.077 2.472 0.573
C -1.557 1.851 2.812 -0.466
H -0.010 -0.488 3.734 0.129
H 1.251 4.929 1.248 0.346
H -1.937 -2.382 -2.306 0.168
C -1.120 0.756 -2.118 -0.788
H 4.531 -1.305 1.002 0.384
H 1.868 3.116 1.261 0.271
C -0.154 0.842 0.937 -0.475
H -3.695 1.240 2.812 0.408
H 0.406 1.297 0.031 0.521
H -1.823 2.875 3.283 0.385
C 0.149 -0.195 -2.263 1.323
C 2.086 -1.444 3.745 -0.616
H -1.384 1.143 3.687 0.242
H -0.903 -1.981 1.568 0.489
H 0.241 -0.517 -4.536 0.324
C -2.229 -2.544 -0.096 -0.668
H -0.063 -1.315 -2.256 -0.279
H 2.570 0.073 -0.168 0.220
H -3.261 2.118 1.263 0.273
H 1.927 -1.862 4.801 0.333
O 2.224 -0.084 -3.763 -0.356
H -0.854 -3.718 -1.558 0.267
H -0.917 4.170 1.803 0.329
H 1.806 -2.163 -3.272 0.116
H -3.244 -1.988 -0.110 0.325
H -2.933 -0.241 -1.295 0.482
C 2.354 -0.318 0.882 -0.372
H -2.683 1.461 -0.719 0.045
H 0.535 1.213 -3.986 0.337
I 5.024 -2.056 -4.928 -0.805
C -1.883 -3.213 -1.516 -0.955
H 1.209 3.909 -0.269 0.320
C 1.008 -0.043 1.655 -0.082
C -1.029 -1.594 0.483 -0.628
C 0.795 0.109 -3.733 -0.769
C -0.446 3.354 1.165 0.367
H -2.399 -3.426 0.637 0.328
H 1.000 -0.007 -1.523 -0.636
C 3.529 -1.126 1.545 -0.695
C -2.110 0.469 -0.899 -0.865
C 3.416 -1.686 2.985 -0.439
C -2.861 1.362 2.017 -0.699
H -2.740 -3.942 -1.779 0.369
C -1.441 -0.010 0.475 0.674
H 4.229 -2.266 3.543 0.340
N -2.583 0.003 1.485 -0.261
C 1.082 3.848 0.876 -1.055
```

Computed properties:
* charge: 0
* frontier orbital gap: 3.311 eV
* HOMO energy: -4.32 eV
* multiplicity: 1
* E: -37125.875 eV